Computed, not measured: a single C4H5N3O molecule, with wB97M-V/def2-TZVPD.

Spin multiplicity   1
SMILES   Cn1ccnnc1=O
Charge   0
Kohn-Sham gap   9.083 eV

Cartesian coordinates (Å):
C (1.241, 1.268, -0.222)
C (-0.577, -0.143, -0.843)
C (-1.402, -1.129, -0.621)
C (0.204, -0.349, 1.328)
H (1.011, 1.678, -1.290)
H (2.233, 0.758, -0.408)
H (1.284, 1.964, 0.765)
H (-0.363, 0.077, -1.965)
H (-2.081, -1.517, -1.435)
N (0.199, 0.286, 0.094)
N (-1.729, -1.541, 0.722)
N (-1.089, -1.039, 1.760)
O (1.067, -0.312, 2.116)

Here are the Mulliken charges for atoms 1 to 8, given in e: C -0.7446; C 0.2307; C -0.4615; C 0.4142; H 0.2682; H 0.2937; H 0.2754; H 0.2201

Computed, not measured: a single C4H5N3O molecule, with wB97M-V/def2-TZVPD.

Spin multiplicity   1
SMILES   [H]/N=C1\NN=C[C@@H]2O[C@@H]12
Charge   0
Kohn-Sham gap   10.044 eV

Cartesian coordinates (Å):
C (0.984, -0.411, 0.074)
C (-1.510, 0.849, -0.043)
C (-1.158, -0.485, -0.344)
C (-0.140, -1.115, 0.518)
H (2.931, -0.191, -0.882)
H (1.500, 1.500, 0.645)
H (-2.561, 1.304, -0.208)
H (-0.795, -0.475, -1.478)
H (-0.441, -0.869, 1.665)
N (2.186, -0.752, -0.191)
N (0.779, 0.960, 0.185)
N (-0.511, 1.570, 0.045)
O (-1.263, -1.886, 0.013)

Here are the Mulliken charges for atoms 1 to 8, given in e: C 0.2882; C -0.2075; C 0.1351; C 0.1644; H 0.2801; H 0.2581; H 0.3305; H 0.2409

Computed, not measured: a single C4H5N3O molecule, with wB97M-V/def2-TZVPD.

Spin multiplicity   1
SMILES   C=C1N=CNN1C=O
Charge   0
Kohn-Sham gap   8.290 eV

Cartesian coordinates (Å):
C (-1.304, -1.501, -0.202)
C (-0.428, -0.693, 0.417)
C (0.745, 0.419, 1.914)
C (0.234, 0.656, -1.608)
H (-1.355, -2.435, 0.227)
H (-1.529, -1.452, -1.285)
H (1.348, 0.711, 2.736)
H (1.142, 2.232, 0.515)
H (1.051, 1.304, -1.846)
N (0.036, -0.609, 1.801)
N (0.995, 1.056, 0.609)
N (0.181, 0.410, -0.223)
O (-0.578, 0.044, -2.349)

Here are the Mulliken charges for atoms 1 to 8, given in e: C -0.8791; C 0.4749; C -0.0681; C 0.1588; H 0.3180; H 0.3187; H 0.3817; H 0.3031

Computed, not measured: a molecular structure, C4H5N3O, with wB97M-V/def2-TZVPD.

Spin multiplicity   1
Charge   0
Kohn-Sham gap   8.926 eV

Cartesian coordinates (Å):
C (-1.366, -1.197, 2.184)
C (-1.169, -0.562, 1.029)
C (1.638, 0.578, -0.534)
C (0.690, 1.040, -2.324)
H (-0.117, -1.591, 3.186)
H (-2.406, -0.984, 2.337)
H (-2.141, 0.158, 0.436)
H (2.026, 0.601, 0.555)
H (0.587, 1.131, -3.416)
N (0.508, -0.079, -0.624)
N (1.819, 1.283, -1.657)
N (-0.300, 0.346, -1.608)
O (0.231, -0.724, 0.436)

Here are the Mulliken charges for atoms 1 to 8, given in e: C -0.5160; C -0.0237; C 0.0685; C -0.0835; H 0.2776; H 0.2795; H 0.2750; H 0.3191

Computed, not measured: a single C4H5N3O molecule, with wB97M-V/def2-TZVPD.

Spin multiplicity   1
SMILES   CN1Cc2nonc21
Charge   0
Kohn-Sham gap   8.652 eV

Cartesian coordinates (Å):
C (-1.846, -0.854, -0.027)
C (-0.145, 1.358, 0.088)
C (1.366, 0.778, -0.261)
C (0.923, -0.491, -0.183)
H (-2.166, -1.748, 0.316)
H (-2.567, -0.021, 0.425)
H (-1.939, -0.933, -1.079)
H (-0.796, 1.801, -0.878)
H (-0.286, 1.621, 1.316)
N (-0.404, -0.227, 0.117)
N (2.738, 0.720, 0.049)
N (2.040, -1.386, 0.134)
O (3.081, -0.617, -0.017)

Here are the Mulliken charges for atoms 1 to 8, given in e: C -0.7687; C -0.3391; C 0.0838; C 0.2816; H 0.3682; H 0.2186; H 0.3266; H 0.2876

Computed, not measured: a molecular structure, C4H5N3O, with wB97M-V/def2-TZVPD.

Spin multiplicity   1
Charge   0
Kohn-Sham gap   7.190 eV

Cartesian coordinates (Å):
C (0.948, 0.064, -0.136)
C (-1.176, 1.033, -0.102)
C (-1.661, -0.942, -0.050)
C (-0.343, -0.183, -0.368)
H (2.022, -1.624, -1.086)
H (1.960, -0.853, 1.774)
H (1.644, 2.148, -0.192)
H (-1.876, -1.427, -0.927)
H (-1.745, -1.566, 0.876)
N (2.157, -0.507, 0.055)
N (0.895, 1.493, 0.076)
N (-0.437, 2.017, -0.110)
O (-2.388, 0.346, 0.190)

Here are the Mulliken charges for atoms 1 to 8, given in e: C 0.0981; C 0.6204; C -0.3289; C 0.0836; H 0.2920; H 0.2376; H 0.2711; H 0.2898

Computed, not measured: a molecular structure, C4H5N3O, with wB97M-V/def2-TZVPD.

Spin multiplicity   1
Charge   0
Kohn-Sham gap   9.229 eV

Cartesian coordinates (Å):
C (-1.757, -0.435, -0.135)
C (1.801, -0.585, 0.053)
C (1.667, 0.769, -0.094)
C (0.364, 1.134, -0.168)
H (-3.735, 0.187, 0.296)
H (-1.756, -1.503, -0.377)
H (0.501, -1.376, 1.111)
H (2.783, -1.232, 0.264)
H (2.538, 1.530, -0.473)
N (-2.635, 0.400, -0.008)
N (-0.366, -0.037, -0.263)
N (0.555, -1.207, -0.218)
O (0.039, 2.354, 0.012)

Here are the Mulliken charges for atoms 1 to 8, given in e: C 0.0383; C -0.2820; C -0.2487; C 0.5131; H 0.2853; H 0.3664; H 0.3490; H 0.3295

Computed, not measured: a molecular structure, C4H5N3O, with wB97M-V/def2-TZVPD.

Spin multiplicity   1
Charge   0
Kohn-Sham gap   9.843 eV

Cartesian coordinates (Å):
C (-1.838, -0.691, 0.297)
C (-0.437, -0.330, -0.046)
C (1.587, -0.168, 0.016)
C (-0.024, 1.287, 0.024)
H (-2.841, 0.266, -1.183)
H (-2.009, -1.625, -0.151)
H (-1.907, -0.611, 1.300)
H (3.044, -1.393, -0.286)
H (-0.373, 2.472, 0.134)
N (0.482, -1.105, -0.149)
N (2.890, -0.338, 0.024)
N (1.257, 1.227, 0.023)
O (-3.006, 0.227, -0.106)

Here are the Mulliken charges for atoms 1 to 8, given in e: C -0.6526; C 0.7617; C 0.3390; C -0.1218; H 0.3342; H 0.3341; H 0.3057; H 0.2931

Computed, not measured: 2 unconnected molecules or ions with the total composition C4H5N3O2, with wB97M-V/def2-TZVPD.

Spin multiplicity   3
⟨S²⟩   2.0080
Charge   0
Kohn-Sham gap (alpha / beta)   9.328 / 7.818 eV

Cartesian coordinates (Å):
C (-1.292, -1.015, 1.729)
C (-1.171, -0.029, 0.842)
C (0.487, -1.551, 0.573)
C (0.811, 0.416, -0.747)
N (-0.300, -2.012, 1.478)
N (0.017, -0.324, 0.105)
N (0.767, 1.821, -0.835)
O (-0.063, 2.415, -0.137)
O (1.641, 2.411, -1.463)
H (-2.181, -1.388, 2.342)
H (-1.769, 0.924, 0.513)
H (1.436, -1.983, 0.071)
H (-0.003, 0.296, -3.133)
H (1.622, 0.019, -1.339)

Here are the Mulliken charges for atoms 1 to 8, given in e: C -0.4605; C 0.0078; C 0.1097; C -0.4232; N -0.5548; N 0.1210; N 0.9175; O -0.6021

Computed, not measured: a molecular structure, C4H5N3O3, with wB97M-V/def2-TZVPD.

Spin multiplicity   1
Charge   0
Kohn-Sham gap   9.958 eV

Cartesian coordinates (Å):
O (-2.906, -1.117, 0.134)
C (-2.567, 0.226, -0.005)
C (-1.085, 0.446, -0.031)
N (-0.123, -0.419, -0.099)
C (0.982, 0.383, -0.200)
N (0.731, 1.648, -0.017)
O (-0.638, 1.699, 0.022)
C (2.357, -0.186, -0.330)
N (2.708, -1.182, 0.444)
H (-2.705, -1.592, -0.679)
H (-2.992, 0.684, -0.915)
H (-2.978, 0.775, 0.854)
O (3.334, 0.673, -0.251)
H (1.977, -1.883, 0.548)
H (3.903, -0.154, 0.524)

Here are the Mulliken charges for atoms 1 to 8, given in e: O -0.5067; C -0.4144; C 0.6233; N -0.4766; C 0.4940; N -0.3312; O -0.1432; C 0.2802

Computed, not measured: a single C4H5N3S molecule, with wB97M-V/def2-TZVPD.

Spin multiplicity   1
Charge   0
Kohn-Sham gap   9.653 eV

Cartesian coordinates (Å):
C (1.503, -1.281, 1.696)
C (1.034, -1.607, 0.632)
C (-1.039, 0.138, -0.267)
C (-0.045, -0.446, -1.373)
N (0.354, 3.034, 0.863)
N (-0.301, 2.295, 0.324)
N (-0.916, 1.542, -0.339)
S (0.357, -2.149, -0.824)
H (1.661, -1.150, 2.714)
H (-2.146, 0.034, -0.496)
H (-0.725, -0.317, 0.686)
H (-0.520, -0.263, -2.309)
H (0.783, 0.171, -1.306)

Here are the Mulliken charges for atoms 1 to 8, given in e: C 0.3630; C -0.7262; C -0.3835; C -0.6453; N -0.5923; N 0.9659; N -0.6412; S -0.1684

Computed, not measured: 2 unconnected molecules or ions with the total composition C4H5N3S, with wB97M-V/def2-TZVPD.

Spin multiplicity   1
Charge   0
Kohn-Sham gap   8.242 eV

Cartesian coordinates (Å):
C (-1.046, -0.025, -0.029)
C (-0.559, 1.315, 0.287)
C (0.779, 1.195, 0.107)
C (2.439, -0.732, 0.236)
H (-2.883, -1.507, -0.583)
H (-1.072, 2.321, 0.134)
H (1.788, 1.610, -0.093)
H (2.364, -1.945, 1.248)
H (4.208, -0.470, -0.483)
N (1.036, -0.149, 0.235)
N (3.403, 0.068, -0.580)
N (-0.037, -0.891, 0.140)
S (-2.806, -0.233, -0.149)

Here are the Mulliken charges for atoms 1 to 8, given in e: C 0.5051; C -0.6922; C -0.2097; C -0.0327; H 0.1464; H 0.2893; H 0.4308; H 0.3117

Computed, not measured: 2 unconnected molecules or ions with the total composition C4H5N4O, with wB97M-V/def2-TZVPD.

Spin multiplicity   1
Charge   -1
Kohn-Sham gap   8.427 eV

Cartesian coordinates (Å):
C (-2.997, -0.541, 0.115)
C (-1.260, -1.702, 0.111)
C (-0.033, 0.462, -0.015)
C (-0.191, -0.904, -0.628)
N (-4.041, -0.408, 0.937)
N (-3.151, 0.296, -0.918)
N (-4.669, 0.660, 0.553)
N (-4.152, 1.086, -0.566)
O (-1.067, -2.729, 0.657)
H (0.671, 0.881, -0.656)
H (-0.856, 1.113, 0.056)
H (0.363, 0.430, 1.122)
H (0.714, -1.479, -0.679)
H (-0.609, -0.646, -1.623)

Here are the Mulliken charges for atoms 1 to 8, given in e: C 0.5093; C 0.3719; C -1.0469; C -0.3969; N -0.4336; N -0.2391; N -0.3854; N -0.4704

Computed, not measured: a gas-phase ion, C4H5N6 (charge -1), with wB97M-V/def2-TZVPD.

Spin multiplicity   1
Charge   -1
Kohn-Sham gap   6.158 eV

Cartesian coordinates (Å):
C (1.422, -0.570, 0.531)
C (0.656, 0.545, 0.700)
C (0.682, -1.528, -0.204)
C (-0.607, 0.376, 0.078)
N (-1.222, -1.880, -1.221)
N (0.786, -2.748, -0.769)
N (-0.392, -2.816, -1.445)
N (-0.533, -0.931, -0.493)
N (0.981, 1.836, 1.277)
N (-1.807, 1.145, -0.053)
H (2.397, -0.768, 0.941)
H (0.082, 2.142, 1.404)
H (1.494, 2.415, 0.540)
H (-2.431, 0.663, -0.774)
H (-1.507, 2.119, -0.512)

Here are the Mulliken charges for atoms 1 to 8, given in e: C -1.0146; C 0.5397; C 0.4597; C 0.0926; N -0.7378; N -0.5739; N -0.4097; N 0.5402

Computed, not measured: a molecular structure, C4H5NO, with wB97M-V/def2-TZVPD.

Spin multiplicity   1
Charge   0
Kohn-Sham gap   9.367 eV

Cartesian coordinates (Å):
O (-0.206, -1.695, 0.316)
C (0.584, -0.994, -0.333)
C (-0.708, 0.709, -1.232)
C (0.407, 0.431, -0.548)
C (-0.119, 0.252, 2.091)
N (0.221, 0.954, 2.965)
H (-0.542, -0.895, 1.167)
H (1.429, -1.479, -0.825)
H (-0.779, 1.604, -1.838)
H (-1.546, 0.016, -1.263)
H (1.260, 1.098, -0.499)

Here are the Mulliken charges for atoms 1 to 8, given in e: O -0.3889; C 0.2101; C -0.4552; C -0.3822; C -0.1231; N -0.4705; H 0.3818; H 0.3618

Computed, not measured: a single C4H5NO molecule, with wB97M-V/def2-TZVPD.

Spin multiplicity   1
SMILES   Cc1cnco1
Charge   0
Kohn-Sham gap   9.777 eV

Cartesian coordinates (Å):
C (0.338, -1.286, -0.807)
C (0.423, -0.326, 0.338)
C (-0.730, -0.022, 0.971)
N (-0.933, 1.337, 0.964)
C (0.144, 1.798, 0.413)
O (1.033, 0.874, 0.033)
H (1.170, -1.145, -1.487)
H (0.212, -2.326, -0.513)
H (-0.573, -0.974, -1.339)
H (-1.478, -0.755, 1.241)
H (0.392, 2.824, 0.186)

Here are the Mulliken charges for atoms 1 to 8, given in e: C -1.0611; C 0.4179; C -0.2607; N -0.5199; C 0.0550; O -0.3123; H 0.3181; H 0.3178

Computed, not measured: a molecular structure, C4H5NO, with wB97M-V/def2-TZVPD.

Spin multiplicity   1
Charge   0
Kohn-Sham gap   10.372 eV

Cartesian coordinates (Å):
C (0.780, -1.232, -0.574)
C (-0.405, -0.451, -0.093)
O (-0.456, -0.176, 1.349)
C (-0.259, 0.870, 0.479)
C (0.563, 2.074, 0.592)
N (-0.669, 2.456, 0.522)
H (0.666, -2.283, -0.294)
H (0.853, -1.172, -1.664)
H (1.701, -0.842, -0.136)
H (-1.378, -0.735, -0.495)
H (-1.397, 1.492, 0.314)

Here are the Mulliken charges for atoms 1 to 8, given in e: C -1.2321; C 0.1511; O -0.4228; C 0.5874; C -0.5582; N -0.2118; H 0.3162; H 0.3259

Computed, not measured: a single C4H5NO molecule, with wB97M-V/def2-TZVPD.

Spin multiplicity   1
SMILES   C1=N[C@H]2C[C@H]2O1
Charge   0
Kohn-Sham gap   9.840 eV

Cartesian coordinates (Å):
C (0.710, -0.957, 0.253)
C (0.754, 0.549, -0.331)
O (-0.267, 0.892, -1.256)
C (-1.416, 0.624, -0.598)
N (-1.355, 0.248, 0.613)
C (0.050, 0.157, 0.941)
H (0.158, -1.698, -0.304)
H (1.682, -1.262, 0.656)
H (1.682, 0.230, -0.737)
H (-2.328, 0.747, -1.174)
H (0.331, 0.469, 1.937)

Here are the Mulliken charges for atoms 1 to 8, given in e: C -0.7708; C -0.1869; O -0.3199; C 0.1033; N -0.5363; C 0.0407; H 0.2635; H 0.3008

Computed, not measured: a single C4H5NO molecule, with wB97M-V/def2-TZVPD.

Spin multiplicity   1
SMILES   C[C@H]1O[C@H]1C#N
Charge   0
Kohn-Sham gap   11.989 eV

Cartesian coordinates (Å):
C (0.057, 0.640, -1.233)
C (0.799, -0.009, -0.093)
O (0.756, 0.653, 1.164)
C (0.136, -0.615, 1.076)
C (-1.314, -0.625, 1.158)
N (-2.470, -0.649, 1.201)
H (0.406, 0.238, -2.190)
H (-1.025, 0.491, -1.159)
H (0.253, 1.716, -1.221)
H (1.779, -0.422, -0.328)
H (0.623, -1.417, 1.625)

Here are the Mulliken charges for atoms 1 to 8, given in e: C -1.1452; C 0.2461; O -0.4155; C -0.0211; C -0.0020; N -0.3773; H 0.3059; H 0.3488

Computed, not measured: a single C4H5NO molecule, with wB97M-V/def2-TZVPD.

Spin multiplicity   1
SMILES   CCC(=O)C#N
Charge   0
Kohn-Sham gap   10.639 eV

Cartesian coordinates (Å):
C (-1.476, 0.375, 0.020)
C (-0.062, -0.102, -0.769)
C (0.816, -0.274, 0.418)
O (0.324, -0.392, 1.515)
C (2.287, -0.199, 0.405)
N (3.428, -0.129, 0.582)
H (-1.811, -0.288, 0.856)
H (-2.272, 0.353, -0.711)
H (-1.387, 1.360, 0.500)
H (0.530, 0.350, -1.622)
H (-0.378, -1.055, -1.194)

Here are the Mulliken charges for atoms 1 to 8, given in e: C -1.0075; C -0.4151; C 0.6383; O -0.4684; C 0.0493; N -0.3481; H 0.2950; H 0.3608